Record 1
Entry from the OMol25 dataset: 2 unconnected molecules or ions with the total composition C6H10O (ωB97M-V/def2-TZVPD).

As for the HOMO energy (alpha / beta): -9.5 / -9.4 eV. As for the orbital gap (alpha / beta): 8.3 / 8.3 eV.

Atoms and positions in Å:
O 0.761 2.371 -0.342
C -0.361 1.946 -0.499
C -1.048 0.980 0.446
C -0.061 0.185 1.313
C 0.091 -1.253 0.899
C -0.044 -0.174 -2.297
C 1.249 -1.864 0.648
H -0.992 2.307 -1.334
H -1.714 1.595 1.067
H -1.691 0.328 -0.153
H -0.394 0.203 2.358
H 0.912 0.689 1.279
H -0.830 -1.840 0.864
H -0.283 -1.226 -2.552
H 0.912 0.010 -2.831
H 1.296 -2.928 0.431
H 2.196 -1.330 0.701

Löwdin atomic charge list, values in e, 2 entries: 0.0207, -0.3366



Record 2
Entry from the OMol25 dataset: a single C6H10O molecule (ωB97M-V/def2-TZVPD).

As for the HOMO energy: -7.8 eV. As for the orbital gap: 7.5 eV.

Atoms and positions in Å:
C -1.755 0.080 -0.324
C -0.847 0.455 0.837
C -0.189 -0.680 1.625
C 0.999 -1.195 -1.043
C 1.669 0.036 -1.004
C 1.231 1.152 -0.301
O 0.181 1.420 0.419
H -2.563 -0.553 0.058
H -1.207 -0.488 -1.077
H -2.203 0.976 -0.766
H -1.426 1.082 1.523
H -0.551 -1.654 1.303
H -0.354 -0.546 2.695
H 1.575 -1.877 -1.695
H 2.601 0.255 -1.532
H 0.886 -0.684 1.453
H 1.865 2.040 -0.321

Löwdin atomic charge list, values in e, 2 entries: -0.0575, -0.3563



Record 3
Entry from the OMol25 dataset: a single C6H10O molecule in a non-equilibrium geometry (ωB97M-V/def2-TZVPD).

As for the HOMO energy: -9.5 eV. As for the orbital gap: 10.6 eV. Its SMILES is CC[C@H]1O[C@H]2C[C@H]21.

Atoms and positions in Å:
C -0.342 -1.731 1.447
C 0.564 -0.537 1.171
C -0.176 0.594 0.488
O 0.636 1.733 0.205
C -0.040 1.741 -1.253
C 0.536 0.572 -1.901
C -0.650 0.447 -0.962
H -0.752 -2.136 0.515
H -1.184 -1.455 2.090
H 0.200 -2.537 1.947
H 1.408 -0.838 0.542
H 0.989 -0.159 2.108
H -1.035 0.901 1.105
H -0.391 2.647 -1.717
H 0.359 0.461 -2.955
H 1.485 0.225 -1.556
H -1.607 0.069 -1.273

Löwdin atomic charge list, values in e, 2 entries: -0.1020, -0.2042



Record 4
Entry from the OMol25 dataset: a single C6H10O molecule (ωB97M-V/def2-TZVPD).

As for the HOMO energy: -9.4 eV. As for the orbital gap: 10.4 eV. Its SMILES is C[C@H]1CC=C[C@H]1O.

Atoms and positions in Å:
C 1.689 -0.559 -0.208
C 0.561 0.088 0.593
C 0.148 1.432 -0.057
C -1.285 1.225 -0.482
C -1.733 0.009 -0.184
C -0.736 -0.788 0.628
O -0.571 -2.134 0.217
H 1.403 -0.700 -1.261
H 2.573 0.087 -0.210
H 1.974 -1.533 0.195
H 0.911 0.261 1.617
H 0.779 1.624 -0.941
H 0.283 2.292 0.618
H -1.850 1.996 -1.004
H -2.712 -0.393 -0.438
H -1.097 -0.876 1.659
H -0.296 -2.134 -0.709

Löwdin atomic charge list, values in e, 2 entries: -0.0797, -0.2989



Computed energy above the lowest of the compared OMol25 structures with the same formula, charge and spin, in the same sequence as the records: 5.349 4.000 2.091 0.217 eV.